1.
11 unconnected molecules or ions with the total composition C51H125N7O11 in a non-equilibrium geometry, computed with wB97M-V/def2-TZVPD.

Element x y z (Å)
C 1.335579 0.045438 -0.957026
C 2.394169 1.027088 -0.440326
O 3.408349 0.208388 0.264244
H 0.801259 -0.480342 -0.165726
H 1.830279 -0.739742 -1.528766
H 0.609819 0.411018 -1.683466
H 1.842629 1.728378 0.185854
H 2.832899 1.682698 -1.192536
H 4.190629 0.759198 0.343184
C 10.380799 0.450828 -0.259006
C 10.527909 1.692138 0.705164
O 9.306409 2.256688 1.102294
H 9.723769 -0.335012 0.113634
H 11.308749 -0.101552 -0.406916
H 9.912619 0.719878 -1.205856
H 11.145679 2.383768 0.132364
H 11.081539 1.316608 1.565734
H 8.966509 2.804598 0.391054
C 1.628549 7.546528 4.546904
C 0.928479 8.725548 5.348394
O 1.641079 9.841308 4.896214
H 2.635269 7.189198 4.763524
H 1.593619 7.762018 3.478984
H 1.082459 6.603388 4.527854
H 1.184549 8.509448 6.385624
H -0.116201 8.841278 5.059704
H 1.628489 10.484718 5.608574
C 6.062329 7.518698 -4.385406
C 6.418149 8.432038 -3.210946
O 7.376159 7.795978 -2.427586
H 5.181249 7.736308 -4.989076
H 5.962469 6.508138 -3.989306
H 6.958229 7.555388 -5.005196
H 5.569419 8.619568 -2.553246
H 6.750949 9.379158 -3.635586
H 7.771369 8.400308 -1.794976
C 8.075039 -2.205732 6.444454
C 7.169089 -2.747882 7.576004
C 7.833429 -2.288482 8.877684
C 7.495469 -0.947272 9.262634
C 5.990489 -0.767552 9.328354
C 5.323339 -0.902922 7.921224
N 5.805889 -2.248222 7.369574
O 5.282999 -2.556512 6.105434
C 3.785069 -0.879842 8.092284
C 5.784469 0.247578 6.963534
C 7.041099 -4.245362 7.621284
H 8.985389 -2.779832 6.271894
H 8.552569 -1.232872 6.561104
H 7.520409 -2.046692 5.519684
H 7.696219 -3.061922 9.633374
H 8.909759 -2.448342 8.813984
H 7.889179 -0.165562 8.612994
H 7.918209 -0.599242 10.205124
H 5.707559 0.163078 9.820274
H 5.429479 -1.488292 9.923244
H 3.403439 -1.804142 8.526014
H 3.397909 -0.002072 8.609714
H 3.328929 -0.766752 7.108794
H 6.791519 0.158848 6.555994
H 5.100109 0.420838 6.133034
H 5.672099 1.194058 7.492364
H 7.884779 -4.830392 7.987394
H 7.019209 -4.602882 6.591824
H 6.183419 -4.565452 8.212914
H 5.562699 -1.853822 5.514174
C 2.135569 -2.367982 -12.824976
C 2.410039 -1.182742 -11.795516
C 1.283549 -1.455092 -10.761836
C 1.433569 -0.814782 -9.408766
C 2.830099 -0.951862 -8.778786
C 4.077479 -0.706002 -9.806076
N 3.727759 -1.340602 -11.151146
O 4.689539 -1.350942 -12.091276
C 4.342529 0.744368 -9.912326
C 5.293769 -1.621412 -9.324836
C 2.124049 0.143058 -12.544546
H 2.513679 -3.316182 -12.442806
H 2.787899 -2.201412 -13.682186
H 1.150739 -2.407772 -13.290416
H 0.308579 -1.054382 -11.039256
H 1.176759 -2.538322 -10.704296
H 0.611599 -1.209922 -8.811826
H 1.127789 0.230018 -9.463456
H 2.962289 -1.974222 -8.424676
H 2.956879 -0.156752 -8.044056
H 5.003219 0.940008 -9.067746
H 4.934539 1.102868 -10.754406
H 3.379669 1.252678 -9.861236
H 5.185619 -2.679252 -9.564376
H 6.186769 -1.302912 -9.862616
H 5.367719 -1.596572 -8.237636
H 2.919699 0.401588 -13.243276
H 2.134969 1.047038 -11.935626
H 1.258569 0.143618 -13.207146
H 5.064079 -2.220912 -11.934846
C -3.209391 -6.805812 5.900034
C -4.551141 -6.174852 6.296464
C -5.046451 -7.230062 7.341124
C -6.200091 -6.615992 8.132524
C -5.805651 -5.354672 8.876034
C -5.297911 -4.225842 7.971604
N -4.322841 -4.819882 6.880694
O -3.885931 -3.966332 5.967774
C -6.469571 -3.413532 7.391134
C -4.525741 -3.144692 8.777164
C -5.666641 -6.142852 5.224214
H -2.575771 -6.725412 6.783304
H -2.547051 -6.339612 5.170614
H -3.288541 -7.841742 5.570364
H -5.392351 -8.058702 6.723204
H -4.319891 -7.720242 7.989154
H -6.437721 -7.311742 8.937234
H -7.126211 -6.410342 7.595754
H -4.949301 -5.703932 9.452894
H -6.547541 -5.029252 9.605274
H -6.036921 -2.603502 6.803974
H -6.970831 -4.096152 6.704934
H -7.175081 -2.925752 8.063764
H -5.090681 -3.011882 9.699824
H -3.505191 -3.418432 9.044834
H -4.245951 -2.257542 8.209024
H -5.722561 -6.942612 4.485724
H -5.546821 -5.274122 4.576884
H -6.681901 -6.056352 5.611324
H -2.931461 -4.061702 6.006504
C -0.932841 -8.721952 -3.382456
C -0.594151 -8.530912 -1.916816
C 0.785589 -8.891372 -1.473546
O 1.776839 -8.684942 -2.446796
C 2.283859 -7.429202 -2.613696
N -0.740101 -7.088092 -1.643826
H -1.970751 -8.461112 -3.589406
H -0.665351 -9.768872 -3.525676
H -0.272241 -8.131632 -4.017476
H -1.371111 -9.025762 -1.334096
H 0.664399 -9.970732 -1.381876
H 1.202719 -8.566542 -0.520356
H 2.321319 -6.944202 -1.638266
H 1.521749 -6.899472 -3.185236
H 3.141059 -7.609732 -3.262336
H 0.020949 -6.673382 -2.162406
H -0.596241 -6.933132 -0.656206
C -3.139641 6.815618 -4.600646
C -3.340031 7.229348 -6.002006
C -4.338731 8.316258 -6.229906
O -4.389481 8.459858 -7.663286
C -5.399541 9.437138 -8.017446
N -2.079511 7.531188 -6.611776
H -4.139781 6.622998 -4.212416
H -2.745351 7.712138 -4.122216
H -2.420441 6.030778 -4.366376
H -3.543461 6.417938 -6.700806
H -4.286941 9.214688 -5.614876
H -5.269791 7.951538 -5.796076
H -6.385731 9.142648 -7.658556
H -5.441341 9.622808 -9.090706
H -5.188411 10.373158 -7.500356
H -2.265991 7.845688 -7.553286
H -1.558371 6.671158 -6.705886
C -7.240371 -0.605462 -4.136086
C -8.624751 -0.863492 -3.447966
C -9.847731 -0.354612 -4.255716
O -9.785851 1.041038 -4.472126
C -10.717671 1.843228 -3.576246
N -8.700061 -2.175202 -2.998796
H -7.375761 -1.029822 -5.130916
H -6.449801 -1.087312 -3.560836
H -6.978181 0.433568 -4.335486
H -8.661691 -0.414162 -2.455586
H -10.708351 -0.645362 -3.653296
H -9.830561 -1.035582 -5.106646
H -10.297351 1.786418 -2.572146
H -11.745551 1.502878 -3.450906
H -10.699851 2.835728 -4.026496
H -8.770011 -2.774732 -3.808596
H -7.875681 -2.573442 -2.572316
C -5.069711 3.318248 3.094104
C -6.063791 4.226908 3.840434
C -5.303371 5.378658 4.436464
O -6.109161 6.312078 5.103404
C -6.438241 5.904718 6.385424
N -7.028161 4.706478 2.853774
H -4.397781 3.901728 2.464684
H -5.526701 2.487628 2.556214
H -4.599961 2.772238 3.912224
H -6.603421 3.721718 4.641484
H -4.806201 5.988108 3.681814
H -4.521021 5.007858 5.098684
H -5.544451 5.814118 7.002724
H -6.890221 4.914808 6.447944
H -7.200861 6.596288 6.743524
H -7.400381 5.523798 3.315884
H -6.531761 5.179888 2.112444

Cartesian forces, eV/Å:
C 0.69 -0.69 -0.80
C -0.54 -0.94 0.45
O -1.25 1.29 -0.80
H 0.08 0.34 0.22
H 0.27 -0.14 0.07
H -0.03 0.67 0.32
H 0.41 -0.02 0.81
H 0.25 -0.52 -0.39
H 0.12 0.01 0.12
C -0.72 0.08 0.60
C 0.42 -1.91 -1.58
O -0.08 0.00 0.28
H -0.26 0.23 0.57
H 0.32 0.53 -0.23
H 0.37 0.23 -0.20
H 0.13 0.39 0.36
H -0.20 0.47 0.25
H 0.01 -0.01 -0.06
C -1.56 -0.55 -0.77
C 2.33 -2.35 -1.40
O 0.32 1.27 0.30
H 0.15 0.96 0.60
H 0.26 0.56 -0.05
H -0.59 -0.04 0.62
H -0.85 0.28 0.31
H -0.14 -0.44 0.53
H 0.08 0.31 -0.15
C 0.85 -0.30 0.57
C -1.56 0.44 -0.41
O 1.21 -0.74 0.14
H 0.06 0.44 0.30
H -0.04 -0.10 -0.12
H -0.17 -0.34 -0.37
H -0.45 0.24 -0.25
H 0.21 0.24 0.22
H -0.12 0.12 -0.06
C 0.57 0.11 -0.72
C 1.03 1.13 -0.49
C 0.89 -2.45 -0.05
C -0.96 2.66 1.49
C -1.08 -0.05 -0.81
C 1.23 -0.23 -0.54
N -1.67 1.07 2.17
O -0.04 -0.04 0.47
C 0.29 -0.10 -1.12
C -0.85 0.28 0.47
C 0.59 -1.29 -1.10
H -0.33 -0.75 -0.22
H -0.47 0.39 0.96
H 0.17 -0.65 -0.23
H -1.07 0.30 0.55
H 0.31 0.36 -0.79
H 0.03 -0.21 -0.62
H 0.13 -0.55 0.39
H 0.07 0.41 -0.47
H 0.61 -0.57 0.29
H 0.15 0.10 0.17
H 0.45 -0.02 0.49
H -0.04 -0.36 -0.19
H -0.04 -0.07 0.29
H -0.10 -0.53 -0.27
H 0.41 0.12 0.24
H 0.52 0.60 0.45
H -0.83 -0.21 -0.08
H -0.12 0.20 -0.32
H 0.16 0.33 -0.43
C 2.16 1.09 -0.58
C -2.18 -0.66 -0.38
C 0.26 0.32 0.23
C 0.47 0.35 0.32
C 0.85 0.12 -1.83
C -1.17 -3.38 -1.17
N -4.02 -0.25 2.14
O 2.16 0.25 -0.92
C 0.92 0.66 0.60
C -0.82 1.10 -0.31
C 1.26 0.56 -0.40
H -0.59 -0.10 0.37
H 0.18 0.14 -0.23
H -0.25 0.02 0.77
H 0.05 -0.24 -1.04
H 0.04 -0.04 0.39
H 0.36 -0.34 0.60
H 0.39 0.36 -0.26
H -0.02 0.19 0.48
H 0.09 -0.52 0.54
H -0.38 0.75 0.44
H -0.27 -0.44 -0.40
H 0.30 0.45 0.09
H -0.60 0.06 -0.21
H 0.26 0.20 0.48
H 0.44 0.42 -0.02
H 0.46 -0.46 -0.13
H -0.51 -0.18 0.51
H -0.38 -0.31 0.49
H 0.52 -0.10 -0.57
C 0.98 0.75 -0.32
C -0.59 -0.96 0.35
C -1.29 1.18 -0.53
C -0.55 -0.40 1.08
C 1.88 -0.36 -0.37
C 0.92 1.24 -0.70
N -2.14 -3.18 4.43
O 0.59 2.23 -2.13
C 0.42 -0.69 -1.52
C 1.08 -1.15 -0.03
C 0.18 0.77 -1.13
H -0.13 -0.48 0.32
H -0.59 0.50 -0.60
H -0.26 -0.02 0.24
H -0.30 -0.05 -0.01
H 0.39 0.75 0.18
H -0.43 -0.27 -0.09
H 0.13 -0.41 -0.41
H 0.28 0.32 0.42
H -0.16 0.23 -0.33
H -0.08 -0.05 -0.25
H -0.58 0.34 -0.07
H 0.18 -0.49 0.45
H 0.08 0.71 -0.10
H -0.03 -0.92 0.41
H -1.12 0.34 -0.07
H 0.47 -0.57 0.37
H 0.19 0.31 0.13
H 0.21 -0.04 0.40
H 0.25 0.37 -0.09
C 1.12 -0.82 0.48
C -1.00 3.10 0.69
C 0.46 -2.71 -0.80
O -0.32 -2.70 0.11
C -1.21 0.41 -0.65
N -0.89 0.28 -0.23
H 0.13 -0.28 0.10
H -0.52 -0.18 -0.85
H -0.04 0.04 -0.01
H 0.22 -0.32 0.24
H 0.89 -0.52 0.10
H -0.78 0.62 0.32
H 1.09 0.42 -0.02
H 0.36 0.87 -0.45
H 0.48 0.87 0.60
H -0.16 0.62 0.29
H 0.17 0.30 0.06
C -0.62 0.90 1.04
C 1.01 -1.42 -1.80
C -0.79 -0.94 -0.29
O -1.28 1.38 0.73
C 0.49 -0.20 0.61
N 2.13 1.68 -0.19
H 0.19 -0.39 0.58
H -0.02 0.05 0.45
H -0.29 -0.23 -0.50
H -2.04 -0.69 0.76
H 1.18 0.71 -0.57
H -0.70 -0.52 -0.59
H -0.12 -0.38 -0.10
H 0.29 -0.33 0.09
H 0.20 0.23 -0.11
H 0.15 0.15 -0.17
H 0.21 -0.01 0.05
C -1.38 0.39 -0.30
C 1.90 3.13 1.31
C 0.97 -1.16 1.81
O -1.94 0.37 0.57
C 1.82 -1.09 -0.82
N -1.36 -3.74 -0.92
H 0.53 -0.45 -0.14
H -0.01 -0.03 -0.21
H -0.17 0.14 0.36
H 0.21 1.50 -0.18
H -0.30 0.11 -0.09
H -0.39 0.79 -1.02
H 0.20 0.47 -0.01
H 0.00 -0.50 -0.79
H 0.06 -0.09 0.36
H -0.42 -0.58 -0.36
H 0.28 0.75 0.44
C -0.59 -0.74 1.72
C 0.42 -0.16 -1.90
C 0.82 0.49 0.10
O -0.29 0.10 -0.42
C -0.59 -0.32 0.67
N -0.60 0.66 0.59
H 0.11 -0.21 0.13
H -0.40 0.50 -0.40
H 1.07 0.15 -0.21
H 0.00 -0.34 -0.16
H 0.09 -0.32 -0.42
H 0.21 -0.09 0.32
H 0.08 0.51 0.37
H -0.23 -0.27 -0.35
H 0.40 0.12 0.38
H -0.99 0.25 0.13
H 0.48 -0.34 -0.53

The net charge is 0. The value obtained for the relative energy (zero: lowest compared OMol25 entry of this formula, charge and spin) is 129.9 kcal/mol. The calculation puts the HOMO-LUMO gap at 8.33 eV. As for the lowest unoccupied orbital energy: 0.3446 eV. As for the electronic energy: -3228.52413 hartree.

=====

2.
A gas-phase ion, C8H18N3O3 (charge +1) in a non-equilibrium geometry, computed with wB97M-V/def2-TZVPD.

Element x y z (Å)
C 4.087660 2.290778 0.534920
C 2.854975 1.459285 0.877323
O 3.238595 0.103160 1.046825
C 2.168312 -0.807828 1.002129
C 2.079299 -1.432900 -0.389749
O 0.858078 -2.149820 -0.573805
C -0.163083 -1.479907 -1.246045
C -1.257187 -1.001946 -0.288757
N -1.830283 0.306559 -0.723561
C -3.134714 0.550179 -0.560288
N -3.606221 1.760266 -0.976246
N -3.976879 -0.362443 -0.068791
C -3.368974 -1.579521 0.511574
O -2.310683 -1.918251 -0.320041
H 4.101684 2.559303 -0.523109
H 4.097240 3.223664 1.100515
H 4.990809 1.729966 0.775274
H 2.118237 1.526955 0.060302
H 2.370993 1.819549 1.795029
H 2.340253 -1.581577 1.755043
H 1.219868 -0.311046 1.258428
H 2.880999 -2.162860 -0.517044
H 2.206824 -0.661659 -1.158354
H 0.199946 -0.630272 -1.836417
H -0.644361 -2.179948 -1.937984
H -0.861389 -0.891350 0.726747
H -1.280250 1.125147 -0.491153
H -3.403816 2.045421 -1.920433
H -4.069777 2.404932 -0.359786
H -4.760824 0.045517 0.430070
H -3.057752 -1.403824 1.547992
H -4.087580 -2.395529 0.469394

Cartesian forces, eV/Å:
C -0.18 0.17 -0.01
C 0.05 0.04 -0.17
O 0.07 -0.04 0.04
C -0.07 0.03 -0.01
C 0.06 -0.14 0.10
O 0.03 0.03 -0.10
C -0.13 -0.02 -0.07
C -0.17 0.17 -0.21
N -0.29 -0.37 0.51
C -0.20 0.17 -0.21
N 0.20 -0.07 0.22
N 0.66 0.44 0.90
C -0.08 -0.09 -0.12
O 0.17 -0.33 0.16
H 0.13 -0.15 0.06
H 0.03 -0.07 0.00
H -0.07 0.04 0.01
H 0.00 0.03 0.08
H 0.03 -0.08 -0.03
H -0.02 0.05 -0.07
H 0.06 0.00 -0.01
H -0.02 0.12 0.01
H -0.08 -0.02 0.04
H 0.10 -0.01 0.11
H 0.06 0.07 0.03
H 0.01 0.00 -0.04
H 0.17 0.04 -0.66
H 0.30 0.24 0.17
H -0.37 -0.17 -0.09
H -0.45 -0.24 -0.56
H 0.04 0.02 -0.07
H -0.04 0.14 0.01

The net charge is +1. The value obtained for the relative energy (zero: lowest compared OMol25 entry of this formula, charge and spin) is 5.6 kcal/mol. The calculation puts the HOMO-LUMO gap at 8.62 eV. As for the lowest unoccupied orbital energy: -3.6391 eV. As for the electronic energy: -705.33524 hartree.